C62H157N11O20 | ωB97M-V/def2-TZVPD

Computed properties:
- multiplicity = 1
- energy relative to the best compared isomer or geometry (same formula, charge and spin) (eV) = 1.1939
- largest force on an atom (eV/Å) = 3.0
- frontier orbital gap (eV) = 8.827
- HOMO (eV) = -8.305
- SMILES = COC[C@H](C)N.COC[C@H](C)N.COCCNCCOC.COCCNCCOC.COCCNCCOC.COCCNCCOC.COCCNCCOC.COCCNCCOC.COCCNCCOC.COCCNCCOC.COCCNCCOC

Cartesian coordinates (Å):
C -4.672 -2.073 -6.521
C -3.937 -2.060 -7.828
C -2.390 -1.845 -7.736
O -2.245 -0.575 -7.143
C -0.895 -0.240 -6.823
N -4.106 -3.259 -8.647
H -4.334 -2.888 -5.876
H -5.712 -2.286 -6.764
H -4.471 -1.202 -5.877
H -4.332 -1.248 -8.419
H -1.943 -2.062 -8.691
H -1.915 -2.644 -7.084
H -0.228 -0.431 -7.665
H -0.479 -0.784 -5.961
H -0.824 0.827 -6.507
H -3.784 -4.094 -8.144
H -5.105 -3.450 -8.765
C -4.667 -7.230 -3.558
C -3.416 -6.530 -3.083
C -2.434 -6.111 -4.172
O -1.189 -5.874 -3.532
C -0.167 -5.750 -4.474
N -3.728 -5.408 -2.273
H -5.285 -6.596 -4.183
H -5.273 -7.654 -2.771
H -4.364 -8.062 -4.163
H -2.851 -7.267 -2.516
H -2.790 -5.223 -4.765
H -2.271 -6.946 -4.958
H -0.234 -4.846 -5.095
H -0.168 -6.567 -5.213
H 0.863 -5.843 -4.010
H -2.913 -5.038 -1.830
H -4.423 -5.686 -1.593
C -3.989 -4.385 2.255
O -4.369 -4.356 0.905
C -4.380 -3.121 0.284
C -3.001 -2.436 0.176
N -2.038 -3.361 -0.406
C -0.767 -2.802 -0.498
C 0.216 -3.895 -0.836
O 0.221 -4.828 0.215
C 0.899 -6.071 -0.113
H -3.228 -3.634 2.506
H -3.744 -5.415 2.478
H -4.802 -4.160 2.942
H -4.982 -2.371 0.843
H -4.854 -3.226 -0.656
H -2.627 -2.000 1.132
H -3.125 -1.584 -0.487
H -2.079 -4.272 0.067
H -0.416 -2.375 0.485
H -0.720 -1.972 -1.207
H 1.248 -3.522 -1.023
H -0.127 -4.429 -1.733
H 0.565 -6.387 -1.094
H 0.719 -6.779 0.727
H 2.002 -5.992 -0.147
C -0.220 -0.004 2.172
O -0.988 0.270 0.977
C -1.117 1.653 0.744
C -1.683 1.828 -0.619
N -0.659 1.287 -1.491
C -0.857 1.313 -2.910
C -1.920 0.372 -3.374
O -1.676 -0.931 -2.872
C -2.634 -1.854 -3.333
H -0.871 0.205 3.036
H 0.659 0.666 2.204
H 0.137 -1.009 2.239
H -0.150 2.119 0.864
H -1.718 2.110 1.583
H -1.763 2.892 -0.856
H -2.695 1.345 -0.748
H -0.453 0.343 -1.180
H 0.102 1.016 -3.327
H -1.012 2.328 -3.243
H -1.965 0.388 -4.451
H -2.918 0.664 -3.033
H -2.334 -2.863 -3.044
H -2.677 -1.768 -4.426
H -3.616 -1.714 -2.866
C 2.184 3.350 -0.067
O 2.726 4.563 -0.649
C 3.859 5.023 -0.024
C 4.371 6.302 -0.693
N 5.723 6.496 -0.290
C 6.214 7.791 -0.713
C 7.697 7.972 -0.434
O 8.345 7.025 -1.222
C 9.709 6.917 -0.959
H 2.946 2.574 -0.098
H 1.315 3.001 -0.603
H 1.865 3.569 0.952
H 4.647 4.281 -0.143
H 3.731 5.209 1.059
H 3.826 7.134 -0.264
H 4.138 6.289 -1.810
H 6.222 5.790 -0.827
H 5.587 8.461 -0.142
H 6.036 7.958 -1.783
H 7.894 7.799 0.630
H 8.022 8.995 -0.643
H 10.124 6.046 -1.464
H 9.891 6.709 0.131
H 10.171 7.855 -1.260
C -4.016 3.411 -1.945
O -3.103 4.398 -2.383
C -3.112 4.439 -3.793
C -2.085 5.452 -4.252
N -0.797 5.034 -3.754
C 0.265 5.914 -4.196
C 1.626 5.547 -3.562
O 2.213 4.498 -4.288
C 1.783 3.190 -4.003
H -3.584 2.397 -2.134
H -4.904 3.393 -2.595
H -4.224 3.527 -0.856
H -4.095 4.780 -4.194
H -2.820 3.444 -4.156
H -2.336 6.482 -3.961
H -2.096 5.463 -5.345
H -0.852 5.033 -2.729
H -0.014 7.018 -4.080
H 0.433 5.844 -5.306
H 1.555 5.241 -2.518
H 2.323 6.386 -3.521
H 0.951 2.944 -4.655
H 1.453 3.127 -2.934
H 2.687 2.563 -4.152
C 8.219 3.268 -1.223
O 7.368 2.555 -0.394
C 6.354 1.862 -1.055
C 5.437 1.120 -0.084
N 4.346 0.473 -0.815
C 3.187 -0.134 -0.037
C 2.147 -0.472 -1.037
O 2.736 -1.447 -1.905
C 1.947 -1.723 -3.067
H 7.668 3.804 -1.993
H 8.957 2.618 -1.738
H 8.713 3.998 -0.655
H 6.748 1.099 -1.762
H 5.691 2.601 -1.632
H 4.981 1.814 0.654
H 6.072 0.414 0.491
H 4.613 -0.357 -1.358
H 2.790 0.674 0.546
H 3.469 -0.981 0.622
H 1.862 0.412 -1.627
H 1.263 -0.875 -0.489
H 0.878 -1.601 -2.951
H 2.048 -2.813 -3.256
H 2.282 -1.164 -3.938
C 2.099 2.679 4.818
O 2.901 1.616 5.343
C 2.180 0.813 6.223
C 3.209 0.017 7.015
N 2.537 -1.139 7.703
C 3.434 -1.886 8.557
C 2.660 -3.055 9.148
O 2.353 -4.002 8.187
C 1.990 -5.231 8.674
H 1.641 3.211 5.660
H 1.376 2.221 4.144
H 2.710 3.384 4.260
H 1.517 0.161 5.580
H 1.562 1.391 6.935
H 3.644 0.652 7.773
H 3.966 -0.290 6.314
H 2.083 -1.850 7.079
H 3.697 -1.303 9.469
H 4.380 -2.224 8.064
H 1.773 -2.560 9.560
H 3.189 -3.532 10.019
H 1.034 -5.135 9.263
H 2.706 -5.722 9.341
H 1.831 -5.880 7.802
C -4.431 0.977 2.187
O -5.033 0.577 0.984
C -6.266 1.186 0.700
C -6.931 0.523 -0.439
N -6.344 0.919 -1.693
C -6.699 0.029 -2.774
C -6.534 0.652 -4.146
O -5.194 0.708 -4.531
C -4.903 1.634 -5.563
H -4.999 0.534 3.020
H -4.410 2.073 2.229
H -3.462 0.483 2.205
H -6.130 2.287 0.571
H -6.978 1.015 1.553
H -7.989 0.798 -0.413
H -6.968 -0.602 -0.227
H -5.297 0.809 -1.600
H -7.795 -0.161 -2.657
H -6.105 -0.870 -2.688
H -6.969 1.642 -4.159
H -7.077 0.022 -4.822
H -5.217 2.658 -5.337
H -5.423 1.363 -6.488
H -3.880 1.656 -5.798
C -1.632 5.060 1.356
O -1.849 4.329 2.531
C -0.860 4.300 3.516
C -1.295 3.842 4.865
N -1.817 2.517 4.899
C -2.216 2.044 6.234
C -2.583 0.566 6.181
O -3.739 0.313 5.321
C -4.052 -1.105 5.216
H -2.525 4.976 0.683
H -0.737 4.575 0.864
H -1.467 6.142 1.408
H -0.289 5.246 3.604
H -0.154 3.558 3.139
H -2.008 4.641 5.209
H -0.420 3.889 5.493
H -2.612 2.504 4.306
H -2.959 2.734 6.577
H -1.387 2.098 6.978
H -2.915 0.325 7.196
H -1.723 -0.051 5.891
H -4.891 -1.192 4.514
H -4.299 -1.550 6.204
H -3.167 -1.667 4.932
C 3.376 -0.863 3.465
O 3.577 -2.105 2.886
C 2.425 -2.745 2.446
C 2.940 -3.964 1.701
N 3.675 -4.911 2.578
C 2.790 -5.843 3.295
C 3.605 -6.611 4.353
O 4.040 -5.664 5.334
C 4.700 -6.248 6.407
H 4.283 -0.384 3.735
H 2.830 -0.865 4.385
H 2.848 -0.205 2.746
H 1.919 -2.103 1.754
H 1.702 -3.034 3.207
H 3.648 -3.580 0.960
H 2.117 -4.422 1.212
H 4.220 -4.359 3.232
H 2.280 -6.528 2.593
H 1.995 -5.342 3.838
H 4.475 -7.065 3.831
H 2.971 -7.403 4.817
H 4.401 -5.784 7.342
H 5.751 -6.173 6.298
H 4.410 -7.253 6.538